The following is a quantum chemistry calculation of a cluster of 10 separate species, C66H84IN13O7S in total in a non-equilibrium geometry, from the OMol25 dataset.

```
172
C66H84IN13O7S ωB97M-V/def2-TZVPD
C -0.13359 0.92679 7.08008
C -3.89219 9.03726 1.11651
H -1.02853 3.36858 0.06195
H 1.93371 2.10144 -9.19253
H 2.99093 -5.56060 -0.75442
H 2.38877 2.60726 -2.27660
H 0.09137 1.83854 7.62576
H 2.36828 6.44715 2.84161
C -3.71238 -9.27685 -2.20460
C -3.10038 -0.06146 -0.83009
H -1.75019 -7.24613 8.81318
C 1.56114 6.65713 2.14901
C -3.39564 -0.35473 -2.41697
C 0.09614 0.85305 5.71008
N -3.92386 -8.63138 0.11194
C 3.97229 -6.05441 -0.35083
C -7.79342 0.51690 0.79330
H -4.97912 -0.14528 3.27674
O -3.94616 0.82770 -3.15330
H 6.01994 -1.99543 -6.78513
H -0.46512 -3.21202 4.15225
H -2.43984 -0.77735 -2.98624
C 4.40608 0.78620 -1.22912
N -6.98286 -0.54222 0.57737
C -5.78627 0.06470 2.58415
H 6.19938 -2.15882 1.69084
H -0.05465 -3.35345 1.69046
N -1.26975 -6.47148 2.20095
N 0.36454 6.05021 0.14224
H 5.35978 1.16451 -5.66632
H -5.68533 2.69792 -0.51131
H -1.32832 -2.21031 7.47805
C 2.69634 2.51690 -1.12579
C 0.25054 -7.77479 6.29031
C 4.95329 3.20612 -1.83826
O 0.64233 2.05424 0.25086
C 6.41968 2.55355 -4.04043
C -4.63412 -1.47838 -2.45181
H -2.34196 -7.58974 0.92823
H -4.93067 -1.62310 -3.59807
C -1.48040 -6.37064 3.53167
H 2.39539 -7.61964 6.23500
H 0.41418 -6.74917 9.95709
H 0.50183 1.69711 5.16396
H 3.81607 -0.76698 2.04137
H -2.42458 2.19165 -1.51945
H -4.34187 -2.48339 -1.92818
C 0.71114 7.74106 2.34325
H 7.56869 -2.99631 -6.22370
H 2.52867 -6.94418 8.63810
N 2.35372 0.36174 0.41185
H 4.59015 3.90707 -3.97230
C -2.70382 -8.05945 0.01788
C -0.69008 -4.12377 3.60658
C -7.12677 5.27019 -2.16476
O 6.04187 2.65271 0.94935
H -0.99128 8.81203 1.55416
H -4.55221 10.76627 3.80392
N -0.71326 -1.42092 5.67445
C 5.01402 -4.53412 1.54725
H 4.62611 -6.88516 1.68638
C -1.41308 1.59921 -1.32180
H 6.83272 3.56502 -4.52170
C -4.40095 -9.22663 -1.00314
H 1.24698 0.76484 -1.40935
H 4.51467 -2.00807 -8.54223
C -6.39120 4.10290 -1.98735
H -7.89899 5.78171 1.08627
C 7.64642 -0.66894 -5.87832
C 5.25183 -2.16996 0.96440
C -6.63627 1.14862 2.77839
H -1.23161 7.24819 -0.37887
H -1.88481 -7.26086 4.00454
H 3.93182 0.52162 -2.29248
H -0.60689 -5.48701 0.51418
H -0.05040 -0.43645 3.98769
H -3.82240 0.70830 -0.32391
C 1.71292 1.37641 -0.49607
H -5.53550 -0.94677 -1.90089
C -0.44602 7.10933 0.35816
C 3.95265 -1.09789 -8.73204
O 8.61591 -0.44178 -6.76845
N -3.68036 9.66434 2.29395
C -7.68683 5.89721 -1.05676
H 4.95743 -5.58384 -0.79752
H -5.38405 -9.67718 -0.90224
H 7.19108 2.29087 -3.18040
C -1.21109 -5.22951 4.27020
C 4.08098 -5.89924 1.29449
S 6.21750 0.27504 -1.35365
H 0.84594 8.39766 3.19786
C -4.74886 10.26779 2.85920
C -6.01724 10.26989 2.30120
C -0.36637 2.65806 -0.63236
H -4.89453 0.65040 -3.43660
H -7.18291 9.59865 0.61856
H 0.05741 3.34647 -1.47820
H -1.57673 0.51317 0.51941
H 2.30101 1.07572 -6.94465
H -8.26629 6.80743 -1.16161
C 6.41765 1.44292 -5.24653
H 7.01309 1.91785 -6.16597
H -6.50147 1.80523 3.63300
H 6.09400 3.34079 -1.55985
H 3.04678 -5.85234 1.84008
H 5.67193 -2.42626 -0.09734
H -1.40247 -5.20368 5.33695
C -0.76491 -5.38117 1.58383
H 8.11990 0.69229 -4.36374
C 6.83100 -2.12767 -5.94812
H 2.34774 3.55844 -0.65670
C 2.71509 0.62216 -7.84046
H 4.46689 4.28356 -1.67159
C 4.55456 -0.69380 1.10615
C -0.92391 -1.32008 7.00517
H 6.32386 -2.31016 -4.89590
H -8.57901 0.65576 0.05626
C -0.31283 7.97540 1.43162
I 2.94042 -1.95013 -1.40860
H 5.36996 0.10558 1.42962
C 3.63255 -0.22816 -0.16604
C 3.07323 0.56421 -10.19568
H 2.93751 0.98144 -11.18923
N -1.66634 0.33837 -0.52044
N 4.19234 2.26032 -0.93641
C -5.99679 -0.74322 1.47832
C -0.20842 -0.33062 5.05733
N 3.42253 -0.51079 -7.63718
C 2.51317 1.19123 -9.08767
H -0.90702 1.24161 -2.34208
H 1.67801 -0.43317 0.53084
C 4.89484 2.88324 -3.43746
O 3.72392 2.95640 1.46982
C -2.45912 -8.67727 -2.27049
C 3.80880 -0.60309 -10.01827
H -0.96821 -7.57784 -1.15823
C -7.48491 5.32815 0.19046
C 1.35062 5.84921 1.04318
C 0.39424 -7.04034 8.91302
H -6.83994 10.76871 2.80080
H 4.09022 2.10473 -3.77403
O 6.30605 -4.76452 1.79736
H -5.94152 3.59066 -2.83037
H 6.87791 0.40001 -0.11648
N -0.90584 -7.67874 6.98171
H -5.35783 -1.59946 1.28110
C -1.94165 -8.05462 -1.13927
H 0.14394 -8.06707 5.24939
C 4.62514 2.64708 0.49580
H -7.26249 5.68742 -3.15831
H 4.25848 -1.11533 -10.86129
H -3.27234 -1.09899 -0.26570
H -5.23367 8.47132 -0.46704
H -8.33869 2.21960 1.98929
C -7.66024 1.38297 1.86676
H 3.91052 -7.20469 -0.57289
C -6.20326 9.61718 1.08717
N 7.23841 0.26174 -4.75888
H -4.14299 -9.77103 -3.06809
C -6.24735 3.60809 -0.70112
C -5.12165 8.98801 0.47940
N -6.77747 4.19520 0.39374
H -3.01823 8.55828 0.68400
C -0.65460 -0.17895 7.74370
C 1.49891 -7.52489 6.83717
H 1.98958 4.99297 0.84597
C -0.46035 -4.19751 2.23658
C 1.56802 -7.14975 8.17493
H -0.84598 -0.15312 8.81046
H -1.89018 -8.69518 -3.19550
C -0.80701 -7.31434 8.27893
O 4.35526 -3.21924 1.52722
```

As for the LUMO energy: -0.21 eV. The largest force on an atom comes out at 0.21485 hartree/bohr. The HOMO energy is -8.68 eV. As for the HOMO-LUMO gap: 8.47 eV. As for the total energy: -122427.967 eV. As for the spin multiplicity: 1.

Results of the Löwdin charge analysis, in e, for atoms 1 through 5: -0.0762 -0.1427 0.1411 0.1017 0.0654